No. 1
Computed, not measured: the molecule C12H3BrCl6, with ωB97M-V/def2-TZVPD.

Results
- HOMO (eV) = -9.54
- M (g/mol) = 439.778
- calculated total energy (a.u.) = -5794.26195
- ΔE to the lowest compared entry with this formula, charge and spin (eV) = 0.000
- SMILES = Clc1c(Br)cccc1-c1c(Cl)c(Cl)c(Cl)c(Cl)c1Cl

Geometry as ORCA input:
```
! RIJCOSX wB97M-V def2-TZVPD def2/J DEFGRID3
* xyz 0 1
Cl 3.960 -1.017 -3.363
Cl 4.240 -1.642 -0.272
Cl 1.278 0.129 -4.456
Cl -1.801 -2.297 -0.037
Cl 1.787 -1.233 1.652
Cl -1.043 0.798 -2.507
Br -4.188 -1.396 2.156
C -1.453 1.762 2.068
C -2.560 0.913 2.330
C -0.482 1.399 1.129
C 2.662 -0.652 -2.240
C 2.752 -0.936 -0.891
C 1.477 -0.098 -2.719
C -1.696 -0.688 0.741
C 1.661 -0.769 -0.041
C 0.397 0.158 -1.866
C -2.675 -0.324 1.647
C -0.609 0.192 0.402
C 0.462 -0.181 -0.514
H -1.314 2.687 2.674
H -3.295 1.186 3.108
H 0.438 2.010 0.998
*
```

---

No. 2
Computed, not measured: a cluster of 8 separate species, C12H40N4O8 in total, with ωB97M-V/def2-TZVPD.

Results
- HOMO (eV) = -9.37
- M (g/mol) = 368.472
- calculated total energy (a.u.) = -1302.05938
- ΔE to the lowest compared entry with this formula, charge and spin (eV) = 2.069
- SMILES = NC(N)=O.NC(N)=O.CCO.CCO.CCO.CCO.CO.CO

Geometry as ORCA input:
```
! RIJCOSX wB97M-V def2-TZVPD def2/J DEFGRID3
* xyz 0 1
C -15.285 -19.421 -7.134
C -16.012 -19.062 -5.827
O -15.379 -19.668 -4.752
H -15.036 -20.473 -7.098
H -14.306 -18.864 -7.161
H -15.838 -19.220 -8.017
H -17.056 -19.437 -5.801
H -16.139 -17.964 -5.691
H -15.693 -19.176 -3.957
C -17.123 -13.709 -3.715
C -18.423 -14.014 -2.919
O -19.473 -13.789 -3.769
H -16.282 -13.793 -3.005
H -17.274 -12.703 -4.190
H -16.878 -14.401 -4.531
H -18.511 -13.309 -2.091
H -18.480 -15.007 -2.498
H -20.316 -13.708 -3.279
C -14.768 -15.817 -6.806
C -15.146 -14.516 -7.483
O -14.880 -14.662 -8.861
H -15.181 -16.693 -7.416
H -15.215 -15.878 -5.817
H -13.700 -15.917 -6.730
H -14.493 -13.708 -7.091
H -16.189 -14.250 -7.229
H -15.752 -14.619 -9.261
C -19.116 -17.212 -0.342
C -19.757 -16.054 0.423
O -19.098 -16.135 1.695
H -19.301 -18.192 0.105
H -18.086 -17.011 -0.564
H -19.623 -17.351 -1.355
H -20.835 -16.254 0.630
H -19.615 -15.071 -0.133
H -19.531 -15.490 2.314
C -19.301 -13.810 -7.729
O -19.688 -14.342 -8.989
N -18.431 -12.861 -7.635
N -19.970 -14.014 -6.621
H -17.700 -12.644 -8.375
H -18.248 -12.400 -6.712
H -20.745 -14.670 -6.620
H -19.711 -13.730 -5.708
C -15.557 -17.828 -1.939
O -16.090 -16.563 -2.103
N -16.261 -18.881 -2.199
N -14.375 -17.976 -1.400
H -17.170 -18.739 -2.575
H -16.029 -19.847 -1.935
H -13.801 -17.105 -1.101
H -13.832 -18.849 -1.312
C -18.717 -17.094 -5.324
O -18.058 -17.424 -4.117
H -18.071 -16.404 -5.953
H -19.625 -16.577 -5.004
H -19.106 -17.986 -5.812
H -18.000 -16.680 -3.566
C -17.353 -16.573 -9.634
O -17.285 -15.179 -9.904
H -17.745 -17.002 -10.561
H -18.142 -16.745 -8.824
H -16.358 -17.007 -9.294
H -18.124 -14.738 -9.736
*
```

---

No. 3
Computed, not measured: a cluster of 9 separate species, C12H42NO9 in total, with ωB97M-V/def2-TZVPD.

Results
- HOMO (eV) = -3.27
- M (g/mol) = 344.466
- calculated total energy (a.u.) = -1214.19285
- ΔE to the lowest compared entry with this formula, charge and spin (eV) = 0.983

Geometry as ORCA input:
```
! RIJCOSX wB97M-V def2-TZVPD def2/J DEFGRID3
* xyz -1 1
C 1.541 -0.633 -0.717
C 0.682 0.358 -1.456
O 0.929 1.720 -1.094
H 2.616 -0.558 -0.878
H 1.391 -1.683 -0.970
H 1.368 -0.605 0.359
H -0.336 0.002 -1.298
H 0.909 0.147 -2.501
C 3.975 -2.130 1.454
C 4.673 -2.007 2.813
O 5.681 -1.037 2.632
H 3.474 -1.181 1.267
H 3.209 -2.881 1.263
H 4.720 -2.385 0.700
H 5.179 -2.963 2.945
H 4.034 -1.798 3.671
H 6.356 -1.095 3.312
C -0.347 -4.007 -1.915
C -0.433 -3.908 -0.406
O -1.312 -4.874 0.044
H -0.128 -5.022 -2.245
H 0.416 -3.390 -2.390
H -1.194 -3.663 -2.509
H -0.806 -2.958 -0.024
H 0.529 -4.045 0.088
H -2.195 -4.519 -0.086
C -1.075 -2.420 3.163
C 0.358 -1.977 3.392
O 0.707 -1.474 4.678
H -1.287 -3.429 3.517
H -1.171 -2.652 2.102
H -1.866 -1.776 3.546
H 0.724 -1.267 2.651
H 1.120 -2.721 3.162
H 0.567 -2.213 5.274
C -5.902 3.412 -1.911
C -4.500 3.521 -1.328
C -3.957 2.106 -0.964
O -2.664 2.097 -0.430
C -2.427 1.064 0.547
N -3.657 4.227 -2.272
H -6.352 4.376 -2.149
H -6.575 2.970 -1.176
H -5.956 2.719 -2.751
H -4.571 4.241 -0.513
H -3.784 1.511 -1.860
H -4.639 1.632 -0.258
H -3.120 1.142 1.385
H -1.380 1.136 0.841
H -2.635 0.077 0.134
H -4.046 5.139 -2.465
H -3.945 3.729 -3.102
O 3.836 2.098 -0.908
H 2.923 1.838 -1.033
H 3.979 2.024 0.036
O 0.817 1.892 -5.212
H 1.532 1.278 -5.048
H 1.036 2.296 -6.052
O 1.415 1.490 1.785
H 2.308 1.831 1.835
H 1.299 1.253 0.865
O 2.263 4.619 -0.503
H 2.793 5.413 -0.431
H 2.902 3.914 -0.608
*
```

---

No. 4
Computed, not measured: a cluster of 9 separate species, C12H43N17O9 in total, with ωB97M-V/def2-TZVPD.

Results
- HOMO (eV) = -8.04
- M (g/mol) = 569.586
- calculated total energy (a.u.) = -2091.35679
- ΔE to the lowest compared entry with this formula, charge and spin (eV) = 1.519
- SMILES = COC[C@H](C)N.NC(N)=O.NC(N)=O.NC(N)=O.NC(N)=O.NC(N)=O.NC(N)=O.NC(N)=O.NC(N)=O

Geometry as ORCA input:
```
! RIJCOSX wB97M-V def2-TZVPD def2/J DEFGRID3
* xyz 0 1
C 9.119 7.313 37.579
C 9.217 5.935 38.263
C 7.776 5.469 38.573
O 7.343 6.183 39.715
C 5.939 6.080 39.945
N 9.814 4.943 37.338
H 10.099 7.664 37.252
H 8.771 8.028 38.329
H 8.429 7.327 36.739
H 9.769 6.038 39.198
H 7.758 4.384 38.730
H 7.128 5.756 37.739
H 5.429 6.872 39.391
H 5.810 6.247 41.013
H 5.550 5.097 39.674
H 9.402 4.043 37.590
H 10.750 4.747 37.689
C 2.474 10.844 33.589
O 1.513 11.478 33.133
N 2.782 9.577 33.248
N 3.337 11.386 34.494
H 2.223 9.108 32.557
H 3.515 9.034 33.663
H 3.175 12.374 34.583
H 4.160 10.864 34.791
C 9.028 13.954 37.097
O 9.609 14.855 36.495
N 8.853 13.861 38.430
N 8.553 12.864 36.415
H 8.430 13.030 38.799
H 9.271 14.466 39.110
H 8.241 11.995 36.804
H 8.638 12.977 35.421
C 2.660 7.605 36.472
O 1.935 8.601 36.492
N 2.223 6.360 36.793
N 3.974 7.652 36.184
H 1.267 6.259 37.084
H 2.858 5.601 36.940
H 4.418 8.525 35.911
H 4.578 6.849 36.195
C 6.005 12.885 31.369
O 6.010 12.957 32.596
N 6.534 13.890 30.582
N 5.303 11.964 30.688
H 6.665 13.718 29.604
H 7.052 14.603 31.065
H 5.169 12.013 29.700
H 4.813 11.374 31.351
C 6.667 9.645 34.431
O 5.468 9.676 34.765
N 7.513 8.590 34.616
N 7.240 10.759 33.950
H 8.428 8.811 34.256
H 7.168 7.683 34.881
H 8.238 10.802 33.862
H 6.597 11.526 33.769
C 5.775 11.785 38.170
O 5.239 12.344 37.203
N 6.265 10.539 38.103
N 5.782 12.453 39.362
H 6.719 10.075 38.870
H 6.167 10.011 37.251
H 5.198 13.266 39.216
H 5.592 11.873 40.167
C 6.615 4.976 34.639
O 6.217 5.893 35.363
N 5.788 4.398 33.727
N 7.866 4.452 34.651
H 4.826 4.675 33.688
H 6.177 3.651 33.184
H 8.259 3.984 33.852
H 8.603 4.921 35.166
C 9.548 10.577 31.666
O 9.683 9.821 32.641
N 10.031 11.849 31.645
N 8.944 10.194 30.528
H 10.396 12.154 30.758
H 10.561 12.135 32.453
H 8.498 9.295 30.502
H 8.719 10.949 29.907
*
```